A single C4H7N3 molecule in a non-equilibrium geometry. Source: the OMol25 dataset; level of theory: wB97M-V/def2-TZVPD.

Computed properties:
Energy relative to the best compared isomer or geometry (same formula, charge and spin)   93.2 kcal/mol
Orbital gap   7.11 eV
E_HOMO   -6.2726 eV
LUMO   0.84 eV
SMILES   NC1=C[C@@H]2N[C@]12N

Element x y z (Å)
N (0.398, 2.046, -0.069)
N (0.320, -1.480, -0.852)
N (-1.719, -0.199, -0.457)
C (1.353, -0.100, 0.876)
C (0.560, 0.698, 0.152)
C (-0.355, -0.365, -0.412)
C (0.712, -1.465, 0.638)
H (1.106, 2.642, 0.340)
H (-0.127, -1.678, 1.308)
H (0.181, 2.321, -1.021)
H (2.240, 0.127, 1.453)
H (-2.285, -0.892, -0.924)
H (-0.296, -2.261, -1.065)
H (-2.088, 0.606, 0.032)

=====

2 unconnected molecules or ions with the total composition C2H11N2O in a non-equilibrium geometry. Source: the OMol25 dataset; level of theory: wB97M-V/def2-TZVPD.

Computed properties:
Energy relative to the best compared isomer or geometry (same formula, charge and spin)   9.6 kcal/mol
Orbital gap   11.28 eV
E_HOMO   -14.3793 eV
LUMO   -3.10 eV
Net charge   +1

Element x y z (Å)
O (-0.111, 2.165, 1.725)
N (0.093, -0.013, -1.826)
N (0.929, -0.195, 0.737)
C (0.011, -1.277, 0.228)
C (-0.837, -0.676, -0.894)
H (-0.454, 0.572, -2.460)
H (-0.656, 2.751, 2.259)
H (-1.679, -0.140, -0.478)
H (-1.370, -1.528, -1.346)
H (0.641, -2.094, -0.219)
H (1.451, -0.591, 1.526)
H (0.338, 0.499, 1.243)
H (0.263, 2.730, 1.041)
H (-0.559, -1.708, 1.029)
H (1.501, 0.157, -0.028)
H (0.439, -0.651, -2.537)

=====

2 unconnected molecules or ions with the total composition C6H13NO4S in a non-equilibrium geometry. Source: the OMol25 dataset; level of theory: wB97M-V/def2-TZVPD.

Computed properties:
Energy relative to the best compared isomer or geometry (same formula, charge and spin)   26.8 kcal/mol
Orbital gap   8.58 eV
E_HOMO   -8.0844 eV
LUMO   0.49 eV
SMILES   CCCNC=C(O)O.O=C(O)S

Element x y z (Å)
S (-5.191, 0.820, 0.314)
O (-3.564, -1.295, 0.350)
O (1.412, -1.854, 1.176)
O (1.763, -3.218, -0.512)
O (-2.832, 0.591, -0.671)
N (-0.193, -0.027, -0.277)
C (1.780, 1.630, 1.384)
C (1.273, -1.997, -0.120)
C (0.518, -1.116, -0.813)
C (1.801, 1.375, -0.133)
C (-3.705, -0.184, -0.057)
C (0.451, 1.202, -0.783)
H (-0.026, 2.107, -0.564)
H (-0.178, -0.104, 0.770)
H (1.369, 0.914, 1.969)
H (1.229, 2.622, 1.553)
H (2.016, -2.538, 1.466)
H (-6.096, -0.267, 0.233)
H (2.843, 1.807, 1.754)
H (2.502, 0.471, -0.214)
H (1.519, -3.318, -1.433)
H (2.339, 2.090, -0.653)
H (0.264, -1.296, -1.898)
H (-1.968, 0.289, -0.900)
H (0.675, 1.298, -1.939)